[1]
Density functional theory data (ωB97M-V with the def2-TZVPD basis set) for a 2-piece molecular cluster, C16H18FNO5S overall.

Element x y z (Å)
1 C -2.892 -3.695 2.973
2 C -2.482 -2.360 3.551
3 O -1.710 -1.614 2.512
4 C -1.438 -0.289 2.766
5 O -1.777 0.241 3.833
6 C -0.765 0.532 1.581
7 F 0.437 0.576 2.286
8 O -1.521 1.523 1.114
9 C -2.215 2.533 2.087
10 S -0.902 -0.845 0.183
11 O -0.011 -1.891 0.401
12 O -2.264 -0.962 -0.446
13 C -0.007 0.380 -0.994
14 C -0.492 0.636 -2.279
15 C 0.145 1.636 -3.041
16 C 1.318 2.207 -2.560
17 C 1.818 1.914 -1.298
18 C 1.167 0.958 -0.516
19 H -3.200 -4.362 3.774
20 H -3.760 -3.569 2.324
21 H -2.089 -4.174 2.418
22 H -3.370 -1.779 3.840
23 H -1.806 -2.454 4.407
24 H -1.727 3.518 1.931
25 H -3.255 2.561 1.752
26 H -2.077 2.150 3.123
27 H -1.391 0.093 -2.605
28 H -0.277 1.869 -4.011
29 H 1.790 2.974 -3.144
30 H 2.728 2.366 -0.926
31 H 1.481 0.773 0.507
32 C 4.080 4.466 3.436
33 C 2.819 4.919 3.168
34 C 1.866 3.994 2.782
35 N 2.187 2.714 2.677
36 C 3.378 2.250 2.985
37 C 4.375 3.139 3.370
38 H 4.875 5.167 3.730
39 H 2.495 5.902 3.212
40 H 0.832 4.231 2.510
41 H 3.520 1.180 2.874
42 H 5.304 2.699 3.572

Forces on atoms 1 to 3 (eV/Å):
-0.184 0.239 -0.222
0.579 0.532 -0.250
-0.152 1.394 0.506

## Properties
LUMO: 0.7 eV
SMILES: CCOC(=O)[C@](F)(OC)S(=O)(=O)c1ccccc1.c1ccncc1
Kohn-Sham gap: 10.06 eV

=====

[2]
Density functional theory data (ωB97M-V with the def2-TZVPD basis set) for a single C4H8N2O2 molecule.

Element x y z (Å)
1 C 1.071 -1.323 -0.741
2 C 0.712 -0.232 -0.056
3 C 1.604 0.497 0.896
4 N -0.896 0.005 0.329
5 N -1.823 -1.012 0.642
6 C -1.282 1.038 -0.441
7 O -2.330 1.373 -0.944
8 O -0.004 1.425 -1.052
9 H 0.376 -1.866 -1.370
10 H 1.989 -1.837 -0.484
11 H 1.119 1.341 1.389
12 H 2.470 0.908 0.373
13 H 1.931 -0.177 1.693
14 H -2.051 -0.914 1.630
15 H -2.686 -0.844 0.122
16 H -0.200 1.619 -1.985

Forces on atoms 1 to 3 (eV/Å):
-0.974 0.318 0.619
-1.981 -2.745 2.155
0.032 0.399 0.161

## Properties
ΔE to the lowest compared entry with this formula, charge and spin: 398.5 kJ/mol
LUMO: 0.7 eV
SMILES: C=C(C)N(N)C(=O)O
Kohn-Sham gap: 9.69 eV

=====

[3]
Density functional theory data (ωB97M-V with the def2-TZVPD basis set) for a 8-piece molecular cluster, C5H27NO8 overall.

Element x y z (Å)
1 C 2.124 1.443 -1.955
2 N 1.797 1.399 -0.517
3 C 0.524 1.941 -0.143
4 C 0.291 3.447 -0.431
5 C 0.332 1.625 1.353
6 C 0.320 0.108 1.649
7 O 1.088 -0.077 2.842
8 H 1.950 2.427 -2.403
9 H 3.187 1.429 -2.194
10 H 1.504 0.662 -2.379
11 H 2.555 1.874 -0.040
12 H -0.323 1.447 -0.638
13 H 0.308 4.073 0.458
14 H -0.639 3.547 -0.981
15 H 1.081 3.886 -1.047
16 H 1.133 2.180 1.848
17 H -0.590 1.964 1.831
18 H -0.704 -0.196 1.816
19 H 0.795 -0.431 0.837
20 H 0.581 -0.459 3.561
21 O -3.274 -3.578 -1.214
22 H -2.445 -3.221 -1.572
23 H -2.995 -3.701 -0.303
24 O -3.766 -0.598 -1.442
25 H -3.046 -1.244 -1.592
26 H -4.460 -1.129 -1.046
27 O -3.494 0.505 0.843
28 H -3.576 0.244 -0.113
29 H -2.564 0.432 1.067
30 O 1.462 -2.813 1.011
31 H 1.793 -2.689 0.129
32 H 2.181 -2.369 1.486
33 O -1.241 -2.317 1.209
34 H -0.351 -2.699 1.350
35 H -1.824 -2.848 1.761
36 O 4.535 -0.428 -0.285
37 H 3.653 -0.125 -0.092
38 H 4.930 0.405 -0.566
39 O -1.262 -1.659 -1.397
40 H -0.570 -1.381 -2.016
41 H -1.001 -1.071 -0.683

Forces on atoms 1 to 3 (eV/Å):
-0.518 1.006 0.488
1.697 -0.267 -0.905
-1.612 0.786 1.036

## Properties
ΔE to the lowest compared entry with this formula, charge and spin: 182.7 kJ/mol
LUMO: 0.1 eV
SMILES: CN[C@H](C)CCO.O.O.O.O.O.O.O
Kohn-Sham gap: 9.62 eV

=====

[4]
Density functional theory data (ωB97M-V with the def2-TZVPD basis set) for a 9-piece molecular cluster, C20H63N5O9 overall.

Element x y z (Å)
1 C -2.536 4.045 -2.189
2 O -3.924 4.363 -2.454
3 C -4.103 5.275 -3.614
4 C -4.890 4.515 -4.614
5 C -4.031 3.800 -5.579
6 N -5.689 5.507 -5.280
7 H -1.977 4.868 -1.744
8 H -2.148 3.648 -3.127
9 H -2.577 3.166 -1.546
10 H -4.820 5.954 -3.153
11 H -3.264 5.880 -3.958
12 H -5.481 3.726 -4.149
13 H -3.223 4.484 -5.838
14 H -4.625 3.526 -6.451
15 H -3.676 2.826 -5.241
16 H -6.437 5.102 -5.825
17 H -5.065 5.898 -5.972
18 C -3.072 1.868 5.064
19 O -3.864 2.844 4.278
20 C -4.307 3.799 5.162
21 C -4.940 4.983 4.380
22 C -4.792 6.277 5.259
23 N -6.332 4.694 4.019
24 H -2.184 2.233 5.580
25 H -2.713 1.187 4.292
26 H -3.715 1.228 5.668
27 H -4.957 3.387 5.934
28 H -3.405 4.161 5.656
29 H -4.393 5.074 3.442
30 H -3.757 6.618 5.247
31 H -5.040 6.088 6.303
32 H -5.365 7.021 4.706
33 H -6.713 5.358 3.360
34 H -6.221 3.769 3.629
35 C 1.651 0.221 -8.551
36 O 1.936 0.758 -7.249
37 C 2.403 -0.160 -6.231
38 C 3.914 -0.194 -5.988
39 C 4.298 -1.135 -4.888
40 N 4.609 1.080 -5.791
41 H 0.778 -0.431 -8.505
42 H 2.531 -0.251 -8.987
43 H 1.372 1.045 -9.209
44 H 1.863 0.160 -5.340
45 H 2.065 -1.159 -6.505
46 H 4.258 -0.680 -6.901
47 H 5.363 -1.093 -4.658
48 H 3.963 -2.170 -4.952
49 H 3.737 -0.795 -4.018
50 H 3.895 1.709 -5.452
51 H 4.936 1.419 -6.685
52 C -2.837 -7.667 0.466
53 O -2.340 -8.941 0.273
54 C -1.530 -8.921 -0.886
55 C -0.938 -10.256 -1.052
56 C 0.128 -10.385 -2.125
57 N -2.025 -11.212 -1.311
58 H -3.067 -7.687 1.532
59 H -3.747 -7.527 -0.118
60 H -2.179 -6.816 0.293
61 H -1.991 -8.810 -1.867
62 H -0.625 -8.315 -0.829
63 H -0.460 -10.567 -0.123
64 H -0.299 -10.603 -3.104
65 H 0.847 -11.133 -1.793
66 H 0.695 -9.455 -2.162
67 H -2.237 -11.122 -2.295
68 H -2.876 -10.841 -0.913
69 C 5.724 -0.822 5.730
70 O 5.980 0.601 5.888
71 C 7.206 0.866 6.413
72 C 7.289 2.256 7.073
73 C 8.690 2.798 7.371
74 N 6.519 2.346 8.334
75 H 5.324 -1.306 6.621
76 H 6.674 -1.319 5.528
77 H 5.076 -0.986 4.869
78 H 7.550 0.175 7.183
79 H 7.832 0.749 5.528
80 H 7.028 3.041 6.363
81 H 9.411 2.694 6.560
82 H 9.086 2.239 8.218
83 H 8.541 3.841 7.648
84 H 5.567 2.093 8.110
85 H 6.493 3.337 8.524
86 O -1.004 -3.428 -2.868
87 H -1.729 -2.932 -2.487
88 H -0.358 -3.488 -2.164
89 O 3.064 1.975 1.882
90 H 3.690 1.557 2.473
91 H 3.456 2.824 1.678
92 O -4.148 -0.796 -0.599
93 H -4.239 0.147 -0.734
94 H -4.926 -1.044 -0.100
95 O 0.907 -1.243 0.446
96 H 0.007 -0.920 0.462
97 H 1.436 -0.497 0.727

Forces on atoms 1 to 3 (eV/Å):
-1.652 -0.929 -0.649
1.971 0.865 -0.616
-1.778 -0.649 3.601

## Properties
ΔE to the lowest compared entry with this formula, charge and spin: 442.1 kJ/mol
LUMO: 0.1 eV
SMILES: COC[C@H](C)N.COC[C@H](C)N.COC[C@H](C)N.COC[C@H](C)N.COC[C@H](C)N.O.O.O.O
Kohn-Sham gap: 9.28 eV